# 1
ORCA calculation (wB97M-V/def2-TZVPD) on a single C5H7NO molecule.

ΔE to the lowest compared entry with this formula, charge and spin ... 56.33 kcal/mol
Structure (SMILES) ... [H]/N=C1/C=C(C)CO1
HOMO level ... -9.23 eV
LUMO energy ... 0.023 hartree
Calculated total energy ... -8833.7603 eV

```
! wB97M-V def2-TZVPD RIJCOSX def2/J DEFGRID3
* xyz 0 1
C 0.63 1.51 1.15
C 0.45 0.35 0.27
C 0.26 0.37 -1.06
C -0.62 -0.76 -1.37
N -0.99 -1.29 -2.44
O -1.13 -1.14 0.10
C 0.10 -1.01 0.81
H -0.16 1.50 1.92
H 1.59 1.46 1.66
H 0.53 2.44 0.59
H 0.40 1.24 -1.70
H -1.87 -1.81 -2.40
H 0.10 -1.05 1.92
H 0.78 -1.82 0.48
*
```

These are the Mulliken partial charges, in e, on atoms 1 to 6:
1. C -1.243
2. C 0.759
3. C -0.656
4. C 0.433
5. N -0.641
6. O -0.427

# 2
ORCA calculation (wB97M-V/def2-TZVPD) on a single C5H7NO molecule.

ΔE to the lowest compared entry with this formula, charge and spin ... 106.25 kcal/mol
HOMO level ... -8.40 eV
LUMO energy ... 0.007 hartree
Calculated total energy ... -8831.5953 eV

```
! wB97M-V def2-TZVPD RIJCOSX def2/J DEFGRID3
* xyz 0 1
C 1.68 0.33 -0.30
C 0.00 -1.26 0.64
C -1.01 -0.38 -0.11
N -1.91 -1.12 -0.83
C -0.78 0.90 0.18
C 0.61 0.75 0.79
O 0.48 -0.47 1.57
H 1.40 -0.37 -1.13
H 1.92 1.26 -0.78
H 2.56 -0.13 0.16
H -2.84 -0.76 -0.96
H -1.84 -2.11 -0.64
H -1.35 1.82 0.03
H 1.07 1.54 1.38
*
```

These are the Mulliken partial charges, in e, on atoms 1 to 6:
1. C -1.173
2. C -0.884
3. C 0.733
4. N -0.486
5. C -0.741
6. C 0.327

# 3
ORCA calculation (wB97M-V/def2-TZVPD) on 2 unconnected molecules or ions with the total composition C5H7NO.

ΔE to the lowest compared entry with this formula, charge and spin ... 128.64 kcal/mol
HOMO level (alpha / beta) ... -10.13 / -10.13 eV
LUMO energy (alpha / beta) ... -0.026 / -0.026 hartree
Calculated total energy ... -8830.6246 eV

```
! wB97M-V def2-TZVPD RIJCOSX def2/J DEFGRID3
* xyz 0 1
C 1.54 2.47 -1.85
C 1.16 1.43 0.34
C 0.52 0.13 0.00
C 0.08 -0.15 -1.42
C -0.34 -0.35 1.17
N 1.63 3.10 -2.80
O 1.95 0.42 0.32
H 1.05 2.16 1.02
H -0.82 0.36 -1.54
H -0.03 -1.22 -1.56
H 1.00 0.10 -2.04
H -1.24 0.19 1.02
H 0.21 -0.32 2.15
H -0.43 -1.41 1.04
*
```

These are the Mulliken partial charges, in e, on atoms 1 to 6:
1. C -0.147
2. C -0.247
3. C 1.075
4. C -1.273
5. C -1.280
6. N -0.395